[1]
DFT (the ωB97M-V functional and the def2-TZVPD basis) results for the ion C48H73N16O8 with charge +1.

Computed properties:
**Charge**: +1
**Largest force on an atom**: 0.02130 Eh/bohr
**Lowest unoccupied orbital energy**: -0.04517 Ha
**Frontier orbital gap**: 9.428 eV
**E_HOMO**: -10.66 eV
**Energy relative to the best compared isomer or geometry (same formula, charge and spin)**: 0.000 eV

Each line ends with the natural charge from an NBO analysis.
Geometry (Å):
C  3.14115  2.90805  4.69277  -0.190
C  3.58168  2.20842  3.82724  -0.068
C  4.10386  1.41738  2.72435  -0.148
O  3.89961  2.02522  1.45570  -0.558
C  4.62595  3.22002  1.25627  -0.087
H  5.69575  3.03360  1.41750  0.187
C  4.41507  3.68684  -0.17786  -0.087
H  4.50231  2.82395  -0.84908  0.196
H  5.19709  4.41599  -0.42758  0.182
O  3.14229  4.29287  -0.29999  -0.559
C  2.98740  5.08891  -1.45516  -0.094
H  2.14622  5.74948  -1.23961  0.191
H  3.88027  5.70873  -1.61742  0.183
C  2.73435  4.27247  -2.73659  -0.096
H  2.57831  4.96720  -3.57110  0.183
H  3.61512  3.65938  -2.94873  0.193
O  1.66665  3.35618  -2.63969  -0.556
C  0.37740  3.82724  -2.97420  -0.069
C  -0.27818  4.68269  -1.87487  -0.259
N  -0.07074  4.08840  -0.58114  -0.591
H  0.88302  3.97232  -0.26767  0.420
C  -1.05455  3.54205  0.14759  0.644
N  -0.68365  2.89258  1.26774  -0.692
C  -1.70542  2.39520  1.98899  0.759
N  -1.43081  1.83561  3.18021  -0.438
C  -0.14042  1.90246  3.81635  -0.216
C  0.23173  0.49700  4.32333  -0.235
N  -0.51004  -0.51469  3.59510  -0.427
C  0.10722  -1.21613  2.63806  0.755
O  1.26095  -0.95109  2.29446  -0.718
C  -0.62138  -2.43148  2.06556  -0.115
N  0.09353  -2.92450  0.92229  -0.181
C  1.32762  -3.46646  0.84610  -0.069
C  1.50017  -3.74224  -0.49636  0.076
N  0.37862  -3.35567  -1.13757  -0.257
N  -0.45082  -2.87255  -0.28673  -0.092
C  2.66321  -4.37374  -1.18690  -0.074
N  3.88744  -3.80923  -0.62716  -0.840
H  4.68980  -4.34460  -0.93906  0.363
H  4.01576  -2.85393  -0.94412  0.364
C  2.63240  -5.89039  -0.93744  -0.383
H  2.96215  -6.05331  0.09079  0.209
H  1.60232  -6.24206  -1.02594  0.210
C  3.51285  -6.70088  -1.89623  -0.216
C  2.87187  -6.81405  -3.27740  -0.605
H  2.68557  -5.83424  -3.71008  0.204
H  1.92351  -7.34274  -3.20963  0.204
H  3.52308  -7.36445  -3.95225  0.213
C  3.75638  -8.09448  -1.32040  -0.599
H  2.81141  -8.61392  -1.17672  0.203
H  4.26555  -8.03375  -0.36113  0.207
H  4.37072  -8.68357  -1.99692  0.212
H  4.48321  -6.20168  -2.00151  0.183
H  2.54647  -4.18007  -2.26606  0.190
H  1.97614  -3.59424  1.68369  0.244
C  -0.78510  -3.53457  3.12250  -0.403
H  0.19595  -3.92810  3.39268  0.223
H  -1.24252  -3.10714  4.01409  0.230
C  -1.66389  -4.67054  2.60361  -0.526
C  -3.10500  -4.25337  2.42935  0.808
O  -3.53854  -3.14299  2.60063  -0.619
O  -3.86422  -5.27944  2.05653  -0.670
H  -4.79231  -5.01577  1.95125  0.503
H  -1.30773  -5.03673  1.63787  0.250
H  -1.64536  -5.51656  3.29264  0.253
H  -1.60204  -2.12753  1.68853  0.287
C  -1.93455  -0.46191  3.84871  -0.230
C  -2.38474  1.02202  3.88523  -0.226
H  -2.45369  1.37850  4.91821  0.194
H  -3.35206  1.13555  3.40133  0.259
H  -2.47205  -0.98929  3.06519  0.248
H  -2.16134  -0.93532  4.81025  0.200
H  -0.02885  0.39098  5.37986  0.202
H  1.29941  0.31214  4.20760  0.246
H  0.59295  2.29054  3.11358  0.230
H  -0.19335  2.59436  4.66711  0.199
N  -2.97975  2.43985  1.62000  -0.655
C  -3.23231  3.09983  0.48830  0.633
N  -4.52225  3.23750  0.12321  -0.397
C  -4.87317  3.71736  -1.19615  -0.223
H  -3.94703  3.96617  -1.71370  0.249
H  -5.49291  4.61526  -1.11000  0.203
C  -5.63642  2.60260  -1.93600  -0.248
N  -5.17078  1.31393  -1.45296  -0.429
C  -4.17054  0.72080  -2.13779  0.699
O  -3.67743  1.21535  -3.13321  -0.639
C  -3.65635  -0.64200  -1.63576  -0.131
N  -2.36424  -0.36425  -1.06620  -0.141
C  -1.25116  0.05922  -1.69520  -0.019
C  -0.36087  0.31640  -0.67290  0.037
N  -0.98596  0.03751  0.48986  -0.314
N  -2.18231  -0.36047  0.24025  -0.065
C  1.06191  0.76916  -0.68735  -0.038
N  1.37455  1.26825  0.67055  -0.814
H  2.31980  1.68663  0.73055  0.460
H  1.34891  0.45129  1.32120  0.463
H  1.20590  1.57694  -1.41172  0.251
C  1.98588  -0.40849  -1.03124  -0.449
C  3.41037  0.00419  -1.26823  -0.101
C  4.39969  -0.31021  -0.34349  -0.202
C  5.71669  0.03761  -0.56562  -0.228
C  6.07164  0.71107  -1.73116  0.290
C  5.08780  1.02572  -2.66386  -0.320
C  3.77042  0.67345  -2.43044  -0.132
H  3.01557  0.91922  -3.16219  0.215
H  5.36087  1.53495  -3.57918  0.214
O  7.37496  1.04349  -1.90725  -0.660
H  7.50994  1.43877  -2.77702  0.484
H  6.49022  -0.21293  0.14202  0.222
H  4.13803  -0.85311  0.55234  0.220
H  1.94956  -1.12228  -0.20731  0.239
H  1.59215  -0.90297  -1.92193  0.239
H  -1.18306  0.15638  -2.75583  0.246
H  -4.26990  -1.06347  -0.83802  0.238
C  -3.60546  -1.64148  -2.80662  -0.193
C  -3.00264  -2.96258  -2.34331  -0.635
H  -3.66293  -3.44627  -1.62575  0.196
H  -2.03396  -2.81672  -1.87343  0.251
H  -2.86626  -3.62982  -3.18804  0.221
C  -5.02887  -1.82444  -3.35069  -0.396
C  -5.07430  -2.65907  -4.62503  -0.603
H  -6.08836  -2.68439  -5.01565  0.217
H  -4.42676  -2.22755  -5.38422  0.207
H  -4.75888  -3.68147  -4.43867  0.206
H  -5.64953  -2.29571  -2.58425  0.194
H  -5.45437  -0.84159  -3.56594  0.205
H  -2.98865  -1.20921  -3.59947  0.217
C  -5.55411  1.04943  -0.07762  -0.236
H  -4.84378  0.36708  0.38654  0.226
H  -6.55655  0.60840  -0.04676  0.204
C  -5.52423  2.38232  0.70744  -0.225
H  -5.26806  2.20062  1.74962  0.251
H  -6.48445  2.89939  0.65320  0.204
H  -5.44900  2.65756  -3.00812  0.254
H  -6.71135  2.66337  -1.75312  0.200
N  -2.30362  3.68634  -0.26999  -0.638
H  0.61420  1.96521  0.98544  0.456
H  -1.35316  4.73099  -2.04788  0.254
H  0.12485  5.70005  -1.88499  0.192
H  -0.21589  2.92115  -3.12406  0.195
H  0.40428  4.39316  -3.91390  0.181
H  4.28591  3.99382  1.95627  0.200
H  5.17661  1.23787  2.88637  0.214
H  3.58282  0.45553  2.67695  0.235
H  2.77721  3.49896  5.47972  0.240

---

[2]
DFT (the ωB97M-V functional and the def2-TZVPD basis) results for a structure of composition Br6Hf.

Computed properties:
**Charge**: -1
**Largest force on an atom**: 0.04541 Eh/bohr
**Lowest unoccupied orbital energy (alpha / beta)**: 0.06340 / -0.09381 Ha
**Frontier orbital gap (alpha / beta)**: 8.107 / 3.822 eV
**E_HOMO (alpha / beta)**: -6.38 / -6.37 eV
**Energy relative to the best compared isomer or geometry (same formula, charge and spin)**: 0.431 eV
**Multiplicity**: 2

Each line ends with the Löwdin spin population.
Geometry (Å):
Hf  21.40856  -3.22972  -22.40073  -0.049
Br  19.11310  -1.76801  -21.30871  0.027
Br  20.55157  -5.57146  -20.88044  0.505
Br  23.46959  -5.04518  -23.46964  0.506
Br  19.69845  -3.68394  -24.76801  -0.002
Br  22.55536  -1.17381  -23.91495  0.016
Br  23.03325  -2.59484  -20.10427  -0.003

---

[3]
DFT (the ωB97M-V functional and the def2-TZVPD basis) results for a cluster of 2 separate species, C12H9Cl2N3O4 in total.

Computed properties:
**SMILES**: N#CC1=C(C#N)C(=O)C(Cl)=C(Cl)C1=O.CCOC(=O)CN
**Largest force on an atom**: 0.05381 Eh/bohr
**Lowest unoccupied orbital energy**: -0.12795 Ha
**Frontier orbital gap**: 6.486 eV
**E_HOMO**: -9.97 eV

Each line ends with the natural charge from an NBO analysis.
Geometry (Å):
N  1.38365  3.74838  0.24140  -0.189
C  0.66584  3.21707  0.99632  0.237
C  -0.21908  2.52893  1.87241  -0.128
C  0.21599  1.46398  2.62374  -0.102
C  1.60148  1.16720  2.78601  0.238
N  2.73564  0.93780  2.95268  -0.180
C  -0.70479  0.61677  3.40437  0.482
O  -0.30509  -0.42033  3.93409  -0.424
C  -2.12571  1.06014  3.41819  -0.127
Cl  -3.17422  0.10872  4.35996  0.122
C  -2.55870  2.12757  2.68506  -0.119
Cl  -4.17038  2.66114  2.71107  0.126
C  -1.64655  2.87616  1.77980  0.477
O  -2.04542  3.70027  0.96159  -0.423
C  1.75167  -1.90528  -4.67030  -0.627
C  1.12882  -2.63818  -3.51302  -0.082
O  0.50234  -1.61431  -2.69209  -0.509
C  0.41503  -1.87521  -1.38002  0.797
O  0.91398  -2.81828  -0.80611  -0.600
C  -0.43670  -0.82192  -0.70365  -0.316
N  0.19240  -0.39971  0.50610  -0.821
H  1.98684  -2.60195  -5.47319  0.216
H  1.08722  -1.12590  -5.05099  0.219
H  2.67837  -1.42772  -4.34702  0.214
H  0.32812  -3.30964  -3.84545  0.182
H  1.86788  -3.18985  -2.92187  0.212
H  -0.54218  0.02964  -1.38165  0.218
H  -1.40129  -1.32246  -0.50686  0.190
H  -0.35644  0.37199  0.85988  0.335
H  0.23127  -1.14502  1.19955  0.380

---

[4]
DFT (the ωB97M-V functional and the def2-TZVPD basis) results for a cluster of 2 separate species, C6H10O in total.

Computed properties:
**Largest force on an atom**: 0.00608 Eh/bohr
**Lowest unoccupied orbital energy**: 0.03210 Ha
**Frontier orbital gap**: 9.369 eV
**E_HOMO**: -8.50 eV
**Energy relative to the best compared isomer or geometry (same formula, charge and spin)**: 4.606 eV

Each line ends with the natural charge from an NBO analysis.
Geometry (Å):
C  1.49578  -0.52992  -0.51108  -0.617
C  0.68567  0.36707  0.41192  -0.187
C  0.12769  1.70183  -0.15818  -0.436
C  -1.28914  1.26365  0.22885  0.090
O  -1.89419  0.49910  -0.85230  -0.462
C  -1.49891  -0.69686  -0.41446  0.288
C  -0.77113  -0.07058  0.78144  -0.405
H  1.69934  -1.49646  -0.03787  0.221
H  2.45500  -0.05958  -0.75613  0.211
H  0.96267  -0.72594  -1.44767  0.217
H  1.24748  0.55502  1.33283  0.213
H  0.47474  2.59149  0.37393  0.222
H  0.25393  1.85420  -1.23442  0.225
H  -1.99864  1.95274  0.68907  0.201
H  -0.31147  -3.65701  0.03808  -0.036
H  -0.68455  -3.06084  -0.21634  0.020
H  -0.95426  -0.48788  1.77231  0.235

---

> The highest largest force on an atom belongs to which entry?

C12H9Cl2N3O4

---

> The lowest largest force on an atom belongs to which entry?

C6H10O

---

> Look up the largest force on an atom of the third one.

0.05381 Eh/bohr